Entry from the OMol25 dataset: an isolated molecule of C6H6 (the ωB97M-V functional and the def2-TZVPD basis).

```
12
Properties=species:S:1:pos:R:3
C 2.48 0.44 0.77
C -1.31 0.25 -0.06
C 1.01 -0.74 -0.77
C -0.20 -0.12 -0.36
C -2.64 0.71 0.34
C 2.25 -0.55 -0.23
H 3.00 -1.24 -0.61
H -3.29 -0.15 0.55
H -3.10 1.29 -0.46
H -2.59 1.32 1.24
H 0.90 -1.48 -1.56
H 3.52 0.28 1.15
```

Values from the calculation:
- Energy above the lowest of the compared OMol25 structures with the same formula, charge and spin: 138.2 kcal per mole
- E_HOMO (spin up / spin down): -8.338 / -8.163 eV
- Lowest unoccupied orbital energy (spin up / spin down): -1.12 / -1.10 eV
- Spin multiplicity: 1



Entry from the OMol25 dataset: C6H6 as an isolated structure (the ωB97M-V functional and the def2-TZVPD basis).

```
12
Properties=species:S:1:pos:R:3
C 1.85 0.27 0.49
C -0.15 0.47 0.17
C -1.48 -0.04 0.09
C -1.05 1.37 -0.14
C 2.66 -0.36 -0.33
C -2.46 -0.97 0.07
H 2.14 -0.76 -1.19
H -3.54 -0.65 0.10
H 3.75 -0.29 -0.01
H -2.27 -2.08 0.08
H -1.39 2.17 -0.67
H 1.94 0.87 1.35
```

Values from the calculation:
- Energy above the lowest of the compared OMol25 structures with the same formula, charge and spin: 158.5 kcal per mole
- E_HOMO: -7.914 eV
- Lowest unoccupied orbital energy: 0.97 eV
- Spin multiplicity: 1



Entry from the OMol25 dataset: an isolated molecule of C6H6 (the ωB97M-V functional and the def2-TZVPD basis).

```
12
Properties=species:S:1:pos:R:3
C 1.20 1.30 -0.63
C -1.12 2.21 0.29
C -0.50 -2.22 0.41
C -0.03 1.95 -0.15
C 0.35 -1.13 -0.06
C 0.93 -0.14 -0.40
H -0.11 -3.21 0.14
H 1.39 1.52 -1.69
H 2.08 1.64 -0.07
H -1.50 -2.12 -0.03
H -2.09 2.37 0.70
H -0.61 -2.17 1.49
```

Values from the calculation:
- Energy above the lowest of the compared OMol25 structures with the same formula, charge and spin: 90.9 kcal per mole
- E_HOMO: -9.357 eV
- Lowest unoccupied orbital energy: 1.00 eV
- Spin multiplicity: 1
- SMILES string: C#CCC#CC



Entry from the OMol25 dataset: an isolated molecule of C6H6BBrO3 (the ωB97M-V functional and the def2-TZVPD basis).

```
17
Properties=species:S:1:pos:R:3
Br -0.73 -0.67 -4.26
O 0.47 0.34 1.84
O -1.09 0.67 3.43
O 0.17 -0.51 -1.67
C 2.53 -0.22 0.42
C -0.61 0.98 2.39
C -0.96 -0.54 -2.35
C -1.99 -0.29 -1.52
C -1.52 -0.32 -0.21
C -0.14 -0.41 -0.38
B 0.98 -0.07 0.63
H 2.93 0.78 -0.06
H 2.78 -1.10 -0.14
H -2.99 -0.25 -1.97
H 3.13 -0.26 1.42
H -1.03 1.74 1.79
H -1.95 0.14 0.64
```

Values from the calculation:
- Energy above the lowest of the compared OMol25 structures with the same formula, charge and spin: 0.0 kcal per mole
- E_HOMO: -9.185 eV
- Lowest unoccupied orbital energy: 0.24 eV
- Spin multiplicity: 1
- SMILES string: CB(OC=O)c1ccc(Br)o1



Number 1: electronic energy -232.00602 Ha, largest force on an atom 0.6 eV/A. Number 2: electronic energy -231.97382 Ha, largest force on an atom 4.9 eV/A. Number 3: electronic energy -232.08142 Ha, largest force on an atom 0.6 eV/A. Number 4: electronic energy -3056.82026 Ha, largest force on an atom 3.7 eV/A.